Entry 1:
Density functional theory data (the ωB97M-V functional and the def2-TZVPD basis) for C23H44NP3PdSe as an isolated structure.

```
73
Properties=species:S:1:pos:R:3:forces:R:3
Pd -0.17908 -0.47653 -0.16404 0.032 -0.278 2.756
P 0.25736 1.59298 1.15551 0.227 1.980 1.097
P -2.43461 0.00508 -0.58576 -2.865 0.632 -0.989
P 2.04318 -0.68756 -0.80589 2.746 -0.339 -1.205
H -1.76660 -3.30284 -5.82769 0.302 -0.385 0.643
C -0.92228 -3.83198 -5.34591 -0.203 0.055 0.189
C -0.73405 -3.90533 -4.01269 0.201 -0.291 -1.062
H -1.45758 -3.51728 -3.29753 0.049 0.064 -0.216
C 0.32416 3.18526 0.24061 -0.202 -0.632 -0.969
C -1.02970 2.01272 2.39785 -0.262 -0.570 -0.026
C 1.80106 1.84903 2.13616 0.204 -0.515 -0.125
C -2.98372 -1.10866 -1.92224 0.704 -0.287 -0.015
C -3.50922 -0.28206 0.87184 0.674 -0.366 0.413
C -2.80607 1.71549 -1.12121 1.128 0.269 0.229
C 2.15447 -1.94974 -2.10731 -0.595 -0.194 0.031
C 3.10000 -1.28302 0.56248 -0.774 -0.021 0.585
C 2.91010 0.80364 -1.42124 -0.529 0.252 -0.035
H -0.26628 -4.30513 -6.09368 -0.067 0.135 0.690
H 0.12788 -4.43963 -3.59309 -0.412 0.094 -0.227
H 0.46542 3.98508 0.97492 -0.053 -0.134 -0.115
H -0.61129 3.34287 -0.32198 0.473 0.103 0.206
H 1.17575 3.16592 -0.45995 -0.347 0.180 0.240
H -0.66662 2.88209 2.96946 -0.133 -0.272 -0.208
H -1.18010 1.16619 3.08608 -0.046 0.347 -0.131
H -1.98933 2.27328 1.91372 0.493 -0.096 0.268
H 1.72431 2.85341 2.59077 -0.017 -0.443 -0.176
H 2.69676 1.82940 1.48963 -0.403 0.010 0.361
H 1.90556 1.10352 2.93344 0.103 0.290 -0.143
H -4.07151 -1.16061 -2.05928 0.127 0.254 0.245
H -2.61485 -2.11278 -1.67316 -0.220 0.092 -0.136
H -2.50881 -0.80850 -2.86784 -0.186 -0.040 0.240
H -4.57069 -0.05757 0.68201 0.349 0.056 -0.414
H -3.17200 0.34776 1.70046 -0.071 -0.079 -0.102
H -3.42080 -1.32652 1.19140 -0.089 0.179 -0.069
H -3.81702 1.83965 -1.51292 -0.110 -0.373 0.068
H -2.08616 2.00701 -1.90303 -0.292 -0.071 0.182
H -2.67461 2.41336 -0.27564 -0.141 -0.335 -0.307
H 3.18336 -2.25272 -2.33246 -0.006 0.218 0.213
H 1.67806 -1.59170 -3.02503 0.090 -0.025 0.150
H 1.60007 -2.83112 -1.75716 0.177 0.078 -0.147
H 4.10219 -1.56571 0.21243 -0.256 0.145 -0.274
H 2.62266 -2.15843 1.01866 0.199 0.085 -0.052
H 3.20108 -0.50572 1.33047 0.004 -0.172 -0.194
H 3.91419 0.56443 -1.80299 -0.273 -0.263 0.171
H 3.02488 1.54054 -0.61900 -0.018 -0.162 -0.147
H 2.33579 1.26312 -2.23427 0.094 -0.090 0.111
C 0.19128 1.53152 -5.09461 0.123 -0.013 0.669
C 0.03597 0.23612 -4.55442 -0.365 -0.932 -0.268
C 0.37078 -0.85372 -5.32585 -0.673 -0.283 1.805
C 0.79961 -0.71096 -6.64960 0.189 0.525 -0.537
C 0.96432 0.58009 -7.18565 -0.073 1.453 -0.015
C 0.66492 1.70806 -6.40788 0.735 -1.078 -1.051
Se -0.12592 2.98570 -3.91073 0.495 -0.054 0.144
H 1.33674 3.11611 -3.64987 -0.368 0.421 -0.402
H -0.31102 0.12056 -3.51630 0.124 0.009 -0.588
H 0.24000 -1.85656 -4.90078 0.219 0.382 -0.258
H 1.00503 -1.59013 -7.24513 -0.002 -0.014 -0.119
H 1.32250 0.70678 -8.21057 -0.124 -0.024 0.341
H 0.82968 2.71064 -6.77025 -0.069 0.060 -0.266
C -1.23987 -4.15870 5.23033 -0.178 0.105 -0.056
C -0.94280 -3.29568 4.01394 -0.326 -1.018 0.546
C -0.01564 -2.26095 4.06420 0.588 0.850 -0.633
C 0.26661 -1.52358 2.90632 0.432 0.341 1.104
N -0.31412 -1.78082 1.73361 -0.023 0.311 -0.901
C -1.17344 -2.81256 1.65672 -0.505 -0.389 0.106
C -1.54097 -3.56918 2.77174 0.370 0.515 -0.767
H -0.41926 -4.88453 5.40471 -0.303 0.404 -0.204
H -1.32944 -3.55188 6.14992 0.067 -0.212 -0.469
H -2.16962 -4.73770 5.09378 0.442 0.295 0.048
H 0.51609 -2.00360 4.98597 -0.254 -0.141 -0.325
H 0.99440 -0.69764 2.94023 -0.464 -0.552 -0.010
H -1.56518 -3.01153 0.65491 -0.042 -0.144 0.395
H -2.26406 -4.37095 2.64037 0.180 0.098 0.105
```
Forces are in eV/Å.

Computed properties:
**Kohn-Sham gap (alpha / beta)**: 8.797 / 3.725 eV
**Total charge**: +4
**Energy relative to the best compared isomer or geometry (same formula, charge and spin)**: 66.1 kcal/mol
**E_HOMO (alpha / beta)**: -19.5 / -19.4 eV
**Multiplicity**: 5

Charges per atom according to Löwdin partitioning, unit e: number 1, Pd, carries 0.481; number 2, P, carries 0.789; number 3, P, carries 0.802; number 4, P, carries 0.781; number 5, H, carries 0.079; number 6, C, carries -0.057; number 7, C, carries -0.084; number 8, H, carries 0.027; number 9, C, carries -0.224; number 10, C, carries -0.224; number 11, C, carries -0.222; number 12, C, carries -0.215; number 13, C, carries -0.182; number 14, C, carries -0.214; number 15, C, carries -0.216; number 16, C, carries -0.194; number 17, C, carries -0.204; number 18, H, carries 0.082; number 19, H, carries 0.063; number 20, H, carries 0.082; number 21, H, carries 0.035; number 22, H, carries 0.045; number 23, H, carries 0.084; number 24, H, carries 0.056; number 25, H, carries 0.047; number 26, H, carries 0.086; number 27, H, carries 0.047; number 28, H, carries 0.047; number 29, H, carries 0.094; number 30, H, carries 0.036; number 31, H, carries 0.046; number 32, H, carries 0.101; number 33, H, carries 0.040; number 34, H, carries 0.048; number 35, H, carries 0.091; number 36, H, carries -0.007; number 37, H, carries 0.047; number 38, H, carries 0.091; number 39, H, carries 0.022; number 40, H, carries 0.059; number 41, H, carries 0.096; number 42, H, carries 0.059; number 43, H, carries 0.045; number 44, H, carries 0.095; number 45, H, carries 0.035; number 46, H, carries 0.026; number 47, C, carries -0.526; number 48, C, carries -0.113; number 49, C, carries -0.033; number 50, C, carries 0.083; number 51, C, carries 0.047; number 52, C, carries -0.010; number 53, Se, carries 1.013; number 54, H, carries -0.071; number 55, H, carries 0.074; number 56, H, carries 0.069; number 57, H, carries 0.150; number 58, H, carries 0.152; number 59, H, carries 0.134; number 60, C, carries 0.004; number 61, C, carries -0.197; number 62, C, carries 0.036; number 63, C, carries -0.128; number 64, N, carries -0.043; number 65, C, carries -0.129; number 66, C, carries 0.039; number 67, H, carries 0.122; number 68, H, carries 0.110; number 69, H, carries 0.103; number 70, H, carries 0.150; number 71, H, carries 0.088; number 72, H, carries 0.109; number 73, H, carries 0.143

Entry 2:
Density functional theory data (the ωB97M-V functional and the def2-TZVPD basis) for C23H44NP3SV as an isolated structure.

```
73
Properties=species:S:1:pos:R:3:forces:R:3
V 0.60993 -0.46776 -0.64992 -3.453 -0.672 0.711
P -0.61939 1.70867 1.01252 -0.346 1.743 1.231
P -2.33248 -1.00746 -0.09946 -2.146 -0.127 -0.918
P 2.57022 1.12744 -0.23950 1.841 1.529 0.483
H 2.06706 -0.57648 -1.91789 0.328 -0.951 -0.384
C 1.78940 -1.68437 -1.75366 0.345 -0.843 0.093
C 1.73442 -2.24917 -3.16555 -0.052 0.013 -2.022
H 0.95165 -1.74710 -3.76861 0.429 -0.533 0.360
C -1.03814 3.25736 0.08613 0.283 -0.447 -0.681
C -2.09758 1.75319 2.10867 -0.639 -0.867 -0.061
C 0.46126 2.39776 2.33655 0.634 -0.273 -0.149
C -2.81452 -2.68674 -0.63238 0.961 -0.561 -0.162
C -3.46471 -1.00321 1.36686 0.471 0.229 1.277
C -3.45092 0.03997 -1.15049 1.125 0.309 -0.291
C 4.08288 0.65805 -1.18028 -0.448 -0.625 -0.520
C 3.42130 1.17928 1.39332 -0.556 -0.423 0.549
C 2.43232 2.90649 -0.68674 -0.476 0.003 -0.277
H 2.62892 -2.18284 -1.22175 -0.427 0.610 0.083
H 2.69625 -2.03007 -3.67525 -0.170 -0.078 0.244
H -1.45286 3.99227 0.79431 0.203 -0.332 -0.210
H -1.79121 3.02726 -0.68107 0.124 0.209 0.174
H -0.15224 3.67931 -0.40473 -0.328 -0.027 0.101
H -2.16710 2.75362 2.56410 0.178 -0.322 -0.352
H -1.98866 1.02037 2.91677 -0.069 0.221 -0.194
H -3.02700 1.56050 1.56277 0.166 0.088 0.182
H -0.10416 3.12575 2.93272 0.032 -0.188 -0.326
H 1.33904 2.90173 1.92712 -0.159 -0.079 0.190
H 0.77888 1.58827 3.00237 -0.042 0.156 -0.047
H -3.89037 -2.69896 -0.85517 0.270 0.111 0.165
H -2.60330 -3.38149 0.18961 -0.161 0.046 -0.151
H -2.26530 -3.02816 -1.50793 -0.264 -0.058 0.167
H -4.28331 -0.28889 1.21714 0.337 -0.104 -0.131
H -2.95815 -0.74838 2.29768 -0.309 -0.028 -0.099
H -3.89667 -2.00227 1.48619 0.203 0.123 -0.129
H -4.43941 -0.42506 -1.17137 0.134 -0.002 0.197
H -3.06419 0.11940 -2.16629 -0.352 0.003 0.089
H -3.51021 1.04985 -0.73289 -0.118 -0.137 -0.020
H 4.95736 1.22075 -0.81473 -0.497 -0.048 -0.111
H 3.93124 0.84291 -2.25244 0.221 -0.029 0.180
H 4.27871 -0.41217 -1.02347 0.119 0.269 -0.096
H 4.22282 1.93083 1.36975 -0.252 -0.104 -0.315
H 3.87524 0.19935 1.58925 -0.013 0.310 -0.122
H 2.74921 1.41587 2.22093 0.252 -0.126 -0.203
H 3.42284 3.28082 -0.98566 -0.231 -0.242 0.136
H 2.06955 3.51871 0.14783 0.096 -0.230 -0.252
H 1.75023 3.02630 -1.53933 0.229 0.112 0.141
C -0.80701 -0.76053 -2.20544 2.407 1.391 -0.513
C -0.62891 0.60749 -2.51938 -0.215 -1.393 0.368
C -1.19602 1.10628 -3.69796 0.325 0.096 -0.289
C -1.81742 0.21522 -4.58606 0.280 0.447 0.410
C -1.81847 -1.16112 -4.34591 0.114 -0.152 0.248
C -1.24190 -1.67689 -3.18155 -0.310 -0.046 0.484
S 1.64297 -4.08819 -3.86762 -1.257 1.939 0.813
H 2.87198 -4.35827 -3.53222 1.383 -0.588 0.380
H -0.08370 1.28410 -1.81794 -0.296 0.086 -0.174
H -1.09034 2.16556 -3.93315 -0.169 -0.271 -0.053
H -2.24126 0.59654 -5.50561 -0.067 0.041 0.007
H -2.25755 -1.84458 -5.07835 0.251 0.218 0.177
H -1.13002 -2.76755 -3.07502 -0.319 0.670 0.132
N 0.87247 -1.80720 1.10362 0.124 -0.497 -0.519
C 0.71165 -1.42489 2.51052 0.141 0.812 0.498
C 1.81466 -0.96997 3.23952 -0.440 0.175 0.005
C 1.61290 -0.41413 4.51285 0.134 -0.459 -0.222
C 0.33184 -0.36436 5.06637 -0.286 -0.079 -0.233
C -0.76252 -0.86975 4.34532 0.444 -0.382 -0.004
C -0.55239 -1.44678 3.08267 -0.438 0.257 0.006
H 1.80064 -2.21945 1.01679 0.084 -0.071 -0.012
H 0.23444 -2.59221 0.92140 0.212 0.171 0.008
H 2.81127 -1.05805 2.81282 -0.157 0.058 0.230
H 2.47072 -0.05284 5.08119 -0.229 -0.154 -0.110
H 0.18223 0.02353 6.07617 0.060 -0.025 -0.365
H -1.76104 -0.85711 4.79233 0.364 -0.121 -0.141
H -1.37801 -1.92639 2.53867 0.391 0.253 0.339
```
Forces are in eV/Å.

Computed properties:
**Kohn-Sham gap (alpha / beta)**: 5.289 / 3.719 eV
**Total charge**: +4
**E_HOMO (alpha / beta)**: -19.8 / -19.8 eV
**Multiplicity**: 2

Charges per atom according to Löwdin partitioning, unit e: number 1, V, carries 0.631; number 2, P, carries 0.851; number 3, P, carries 0.937; number 4, P, carries 0.839; number 5, H, carries 0.023; number 6, C, carries -0.252; number 7, C, carries -0.395; number 8, H, carries 0.062; number 9, C, carries -0.220; number 10, C, carries -0.246; number 11, C, carries -0.234; number 12, C, carries -0.213; number 13, C, carries -0.215; number 14, C, carries -0.181; number 15, C, carries -0.230; number 16, C, carries -0.215; number 17, C, carries -0.215; number 18, H, carries 0.097; number 19, H, carries 0.107; number 20, H, carries 0.084; number 21, H, carries 0.051; number 22, H, carries 0.034; number 23, H, carries 0.083; number 24, H, carries 0.034; number 25, H, carries 0.039; number 26, H, carries 0.085; number 27, H, carries 0.026; number 28, H, carries 0.028; number 29, H, carries 0.095; number 30, H, carries 0.070; number 31, H, carries 0.020; number 32, H, carries 0.079; number 33, H, carries 0.011; number 34, H, carries 0.079; number 35, H, carries 0.090; number 36, H, carries 0.026; number 37, H, carries 0.058; number 38, H, carries 0.091; number 39, H, carries 0.072; number 40, H, carries 0.054; number 41, H, carries 0.096; number 42, H, carries 0.056; number 43, H, carries 0.018; number 44, H, carries 0.087; number 45, H, carries 0.048; number 46, H, carries 0.050; number 47, C, carries -0.305; number 48, C, carries -0.161; number 49, C, carries -0.008; number 50, C, carries 0.011; number 51, C, carries 0.000; number 52, C, carries -0.135; number 53, S, carries 1.197; number 54, H, carries -0.069; number 55, H, carries 0.064; number 56, H, carries 0.142; number 57, H, carries 0.143; number 58, H, carries 0.149; number 59, H, carries 0.117; number 60, N, carries 0.026; number 61, C, carries -0.297; number 62, C, carries -0.042; number 63, C, carries -0.035; number 64, C, carries -0.024; number 65, C, carries -0.041; number 66, C, carries -0.061; number 67, H, carries 0.111; number 68, H, carries 0.117; number 69, H, carries 0.105; number 70, H, carries 0.137; number 71, H, carries 0.138; number 72, H, carries 0.135; number 73, H, carries 0.094